Record 1
The following is a DFT calculation (ωB97M-V/def2-TZVPD) of C5H8O in the gas phase in a non-equilibrium geometry.

Last column: Löwdin charge in e.
Cartesian coordinates (Å):
C 1.49699 0.25321 1.32529  0.057
C 0.59775 -0.14227 0.36800  -0.308
C -0.76487 -0.72786 0.53165  -0.092
C -1.51267 -0.01518 -0.69302  -0.170
O -0.48943 -0.13012 -1.62672  -0.145
C 0.69317 0.29067 -1.02946  -0.208
H 1.24269 -0.06524 2.29153  0.025
H 2.37955 0.98177 1.28090  0.091
H -1.14691 -0.42411 1.51015  0.110
H -0.64206 -1.85193 0.40890  0.144
H -2.36197 -0.54542 -1.14275  0.122
H -1.75783 1.07467 -0.58553  0.134
H 1.53652 -0.04683 -1.55881  0.121
H 0.72906 1.34865 -1.08013  0.120

The HOMO-LUMO gap comes out at 10.18 eV. The SMILES is C=C1CCOC1. For the HOMO energy, the calculation gives -9.1 eV. As for the net charge: 0. The value obtained for the molar mass is 84.12 u. The energy above the lowest of the compared OMol25 structures with the same formula, charge and spin comes out at 45.6 kcal/mol.

Record 2
The following is a DFT calculation (ωB97M-V/def2-TZVPD) of 2 unconnected molecules or ions with the total composition C3H9OS in a non-equilibrium geometry.

Last column: Löwdin spin population.
Cartesian coordinates (Å):
C -1.24430 0.31374 -1.41992  0.003
C 0.07294 -0.41779 -1.72482  0.001
C 1.11453 -0.27514 -0.49785  0.091
S 0.40528 -0.67839 1.17755  0.851
H -1.15788 1.49552 -1.59188  0.000
H -1.94757 -0.11305 -2.19079  0.000
H -1.73334 0.21686 -0.43559  0.002
H 0.61161 0.05706 -2.60580  -0.001
H -0.27676 -1.47980 -1.86464  0.001
H 2.03668 -0.72224 -0.73289  0.007
H 1.32793 0.86300 -0.43315  0.029
H 0.97480 0.34410 4.43142  0.000
H -0.12219 0.21997 3.44243  0.008
O -0.06172 0.17616 4.44593  0.007

The HOMO-LUMO gap (spin up / spin down) comes out at 10.52 / 6.98 eV. For the HOMO energy (spin up / spin down), the calculation gives -9.7 / -9.3 eV. The expectation value of S² is 0.753. As for the net charge: 0. The value obtained for the molar mass is 93.17 u. Its spin multiplicity is 2. The energy above the lowest of the compared OMol25 structures with the same formula, charge and spin comes out at 24.7 kcal/mol.

Record 3
The following is a DFT calculation (ωB97M-V/def2-TZVPD) of C6H9NO in the gas phase in a non-equilibrium geometry.

Last column: Löwdin charge in e.
Cartesian coordinates (Å):
C 0.01868 -1.75635 0.94470  -0.117
C 1.54901 -3.79842 0.91693  0.024
C 0.10075 -0.57693 0.28563  -0.285
C -1.61398 1.17268 -0.64996  -0.112
C 1.75622 0.93053 -0.81477  -0.038
C -0.91992 0.54904 0.54449  -0.198
N 0.83245 -2.86976 0.93528  -0.063
O 1.12644 -0.35607 -0.58791  -0.113
H -0.86290 -1.88776 1.64116  0.133
H -1.79280 0.32858 -1.35110  0.098
H -0.87953 1.88543 -1.11103  0.069
H -2.54376 1.67828 -0.43346  0.069
H 1.20742 1.40488 -1.65874  0.089
H 2.71376 0.56955 -1.04805  0.068
H 1.78503 1.58222 0.17266  0.138
H -1.92670 -0.01589 0.90499  0.154
H -0.55018 1.15999 1.30918  0.087

The HOMO-LUMO gap comes out at 9.61 eV. For the HOMO energy, the calculation gives -8.9 eV. As for the net charge: 0. The value obtained for the molar mass is 111.14 u. The energy above the lowest of the compared OMol25 structures with the same formula, charge and spin comes out at 78.5 kcal/mol.

Record 4
The following is a DFT calculation (ωB97M-V/def2-TZVPD) of 10 unconnected molecules or ions with the total composition C30H87N7O10 in a non-equilibrium geometry.

Last column: Löwdin charge in e.
Cartesian coordinates (Å):
C -6.77194 3.60233 -5.47884  -0.095
O -5.37430 3.93801 -5.33718  -0.199
C -5.11760 5.31676 -4.94935  -0.196
C -3.58024 5.58714 -4.94197  -0.387
C -2.84083 4.85671 -3.79248  -0.068
N -3.18924 7.04638 -4.73234  0.024
H -7.17796 3.94053 -6.43218  0.082
H -7.39674 3.95975 -4.66031  0.084
H -6.80822 2.51294 -5.47841  0.081
H -5.65271 6.05866 -5.54208  0.115
H -5.45957 5.53962 -3.93866  0.115
H -3.26773 5.30155 -5.94640  0.131
H -3.21424 5.13704 -2.80756  0.077
H -1.75861 4.72980 -3.82070  0.073
H -3.19722 3.83806 -3.94564  0.060
H -3.68664 7.60096 -5.41434  0.052
H -3.58702 7.30061 -3.83945  0.053
C 5.24843 -1.49152 1.83177  -0.108
O 6.10619 -2.22784 1.00131  -0.178
C 5.71971 -2.15268 -0.36373  -0.219
C 5.88318 -3.50337 -1.08110  -0.407
C 5.42330 -3.75579 -2.54933  -0.057
N 5.21757 -4.59715 -0.37904  0.016
H 5.41201 -0.43920 1.59940  0.088
H 5.38453 -1.79121 2.87088  0.094
H 4.21781 -1.64140 1.51013  0.077
H 4.79369 -1.64277 -0.62943  0.118
H 6.34178 -1.44459 -0.91121  0.120
H 6.93068 -3.74040 -0.89490  0.132
H 4.34339 -3.61260 -2.58650  0.064
H 5.54833 -4.68143 -3.11116  0.076
H 5.78553 -2.93793 -3.17222  0.063
H 4.26402 -4.29633 -0.23638  0.063
H 5.45279 -4.47212 0.59520  0.056
C 2.87946 -9.32817 5.35766  -0.109
O 2.20443 -8.25751 4.72905  -0.190
C 2.98056 -7.04107 4.63573  -0.211
C 2.28717 -5.85161 4.06273  -0.453
C 1.28246 -5.21185 5.01027  -0.064
N 1.58452 -6.19490 2.81146  0.038
H 2.08384 -10.04872 5.54709  0.089
H 3.23729 -8.93549 6.30943  0.084
H 3.68948 -9.80929 4.80948  0.086
H 3.44292 -6.72329 5.57025  0.120
H 3.85882 -7.27014 4.03216  0.120
H 2.90986 -5.02465 3.72140  0.131
H 1.61652 -4.92017 6.00597  0.079
H 0.49505 -5.93813 5.21176  0.076
H 0.79038 -4.40259 4.47077  0.079
H 0.91239 -6.85838 3.16941  0.059
H 2.23210 -6.76101 2.28206  0.066
C 4.68116 2.27714 -4.07802  -0.087
O 5.22346 2.71464 -2.84879  -0.214
C 4.31784 3.39675 -2.03147  -0.210
C 4.05929 4.89164 -2.43100  -0.432
C 5.34548 5.59775 -2.83061  -0.066
N 3.24751 5.50770 -1.35665  0.031
H 3.90017 1.53907 -3.89527  0.085
H 5.51461 1.86843 -4.64935  0.093
H 4.32709 3.21838 -4.49849  0.081
H 3.42598 2.81706 -1.79349  0.115
H 4.86376 3.40034 -1.08804  0.128
H 3.49930 5.09944 -3.34277  0.117
H 5.91851 5.15346 -3.64446  0.076
H 6.12974 5.69254 -2.07959  0.082
H 5.00892 6.55830 -3.22071  0.076
H 2.85328 6.30618 -1.83320  0.064
H 2.41190 4.94493 -1.28492  0.061
C 0.07424 0.56153 -7.04432  -0.105
O -0.27230 -0.69421 -6.46565  -0.221
C -1.00747 -1.66132 -7.26469  -0.170
C -0.84582 -3.02068 -6.59535  -0.468
C 0.61123 -3.39837 -6.34163  -0.058
N -1.49686 -4.02643 -7.39220  0.031
H -0.77826 1.19417 -7.29151  0.083
H 0.76564 0.47853 -7.88288  0.081
H 0.67306 1.03157 -6.26421  0.079
H -2.01145 -1.27519 -7.44089  0.126
H -0.47535 -1.77811 -8.20877  0.117
H -1.29519 -2.94666 -5.60505  0.139
H 0.57460 -4.45574 -6.07947  0.075
H 1.08078 -2.74997 -5.60190  0.071
H 1.17417 -3.23038 -7.25976  0.080
H -1.29649 -4.82630 -6.80897  0.061
H -1.13259 -4.35065 -8.27667  0.077
C 4.37332 0.99536 7.97730  -0.112
O 3.12480 0.42987 7.69325  -0.185
C 2.25030 1.23794 6.96466  -0.216
C 1.23716 0.36869 6.13347  -0.431
C 0.17985 1.06470 5.19595  -0.047
N 0.52085 -0.49990 7.01577  0.016
H 4.84022 0.37831 8.74499  0.087
H 4.20673 1.95283 8.47084  0.089
H 5.05711 1.04201 7.12973  0.089
H 1.61897 1.97134 7.46631  0.124
H 2.80859 1.73134 6.16907  0.116
H 1.82623 -0.30964 5.51624  0.126
H -0.53088 0.35504 4.77245  0.074
H 0.70727 1.62943 4.42718  0.068
H -0.40263 1.72757 5.83581  0.066
H 1.12464 -0.94225 7.69390  0.066
H -0.15523 0.00582 7.57007  0.070
C -8.92716 3.05197 6.77307  -0.101
O -7.75730 2.77262 5.98666  -0.188
C -7.94019 2.81593 4.56250  -0.194
C -6.73483 2.13937 3.90475  -0.479
C -5.58847 3.03045 3.66035  -0.067
N -7.05401 1.47442 2.64426  0.028
H -9.63049 3.77137 6.35366  0.078
H -8.73731 3.38892 7.79215  0.083
H -9.49644 2.12251 6.78407  0.081
H -8.78000 2.18553 4.27023  0.113
H -8.18733 3.79217 4.14541  0.126
H -6.57296 1.31922 4.60422  0.138
H -5.21998 3.41481 4.61144  0.088
H -5.85663 3.82577 2.96489  0.086
H -4.86515 2.39016 3.15545  0.076
H -7.59644 0.67915 2.94989  0.067
H -6.26734 0.96391 2.26926  0.064
C -0.03383 -0.61329 -1.92884  -0.108
C -0.22115 -0.51549 -0.45207  -0.320
O -0.70003 -1.78798 -0.10148  -0.086
H 0.53157 -1.45914 -2.31994  0.075
H 0.35111 0.26725 -2.44320  0.070
H -1.02693 -0.77534 -2.34788  0.073
H -0.85600 0.28827 -0.07917  0.123
H 0.78758 -0.44981 -0.04433  0.102
H -0.06179 -2.46029 -0.35095  0.086
O -5.39646 0.06929 -2.95612  -0.049
H -5.79165 0.93836 -3.02521  0.023
H -4.53696 0.16315 -3.36684  0.026
O -4.24197 -1.69409 0.93191  -0.053
H -4.62984 -1.68992 0.05683  0.026
H -3.29832 -1.65450 0.77634  0.008

The HOMO-LUMO gap comes out at 8.89 eV. The SMILES is COC[C@H](C)N.COC[C@H](C)N.COC[C@H](C)N.COC[C@H](C)N.COC[C@H](C)N.COC[C@H](C)N.COC[C@H](C)N.CCO.O.O. For the HOMO energy, the calculation gives -8.8 eV. As for the net charge: 0. The value obtained for the molar mass is 706.06 u. The energy above the lowest of the compared OMol25 structures with the same formula, charge and spin comes out at 105.5 kcal/mol.

Question: Look up the net charge of the fourth one.
Answer: 0